Entry from OMol25: 9 unconnected molecules or ions with the total composition C36H99N9O9 at a distorted geometry (ωB97M-V/def2-TZVPD).

Last columns: bonded neighbours and bond lengths (Å).
CARTESIAN COORDINATES (ANGSTROEM)
1 C -6.93267 8.40228 -11.22946  O2 1.404, H7 1.092, H8 1.097, H9 1.094
2 O -7.42597 7.16438 -11.67050  C1 1.404, C3 1.406
3 C -6.55263 6.49704 -12.54722  O2 1.406, C4 1.512, H10 1.101, H11 1.104
4 C -6.90902 5.03317 -12.66973  C3 1.512, C5 1.518, N6 1.475, H12 1.097
5 C -6.72475 4.29754 -11.35420  C4 1.518, H13 1.091, H14 1.090, H15 1.101
6 N -6.10828 4.38909 -13.72842  C4 1.475, H16 1.020, H17 1.023
7 H -7.52726 8.68534 -10.35819  C1 1.092
8 H -7.07940 9.17752 -11.99195  C1 1.097
9 H -5.88620 8.34632 -10.91435  C1 1.094
10 H -6.56522 6.97143 -13.54059  C3 1.101
11 H -5.51612 6.54699 -12.16929  C3 1.104
12 H -7.94910 4.93192 -13.00215  C4 1.097
13 H -6.94809 3.23124 -11.40241  C5 1.091
14 H -7.27881 4.74277 -10.52781  C5 1.090
15 H -5.65396 4.32663 -11.10147  C5 1.101
16 H -5.17164 4.78934 -13.78042  N6 1.020
17 H -6.54956 4.65988 -14.61050  N6 1.023
18 C -8.76282 -1.59517 -16.97379  O19 1.393, H24 1.099, H25 1.099, H26 1.090
19 O -8.45213 -1.37929 -15.63294  C18 1.393, C20 1.418
20 C -8.68650 -0.05088 -15.19551  O19 1.418, C21 1.511, H27 1.100, H28 1.090
21 C -7.55727 0.88395 -15.56082  C20 1.511, C22 1.537, N23 1.488, H29 1.091
22 C -6.25188 0.47295 -14.86110  C21 1.537, H30 1.095, H31 1.095, H32 1.088
23 N -7.95083 2.26947 -15.18720  C21 1.488, H33 1.019, H34 1.016
24 H -8.19746 -0.97366 -17.68252  C18 1.099
25 H -9.83737 -1.43893 -17.14409  C18 1.099
26 H -8.51331 -2.62410 -17.23238  C18 1.090
27 H -9.61211 0.32175 -15.65909  C20 1.100
28 H -8.82034 -0.11275 -14.11553  C20 1.090
29 H -7.35831 0.89230 -16.63389  C21 1.091
30 H -5.42409 1.05879 -15.27520  C22 1.095
31 H -6.02368 -0.56286 -15.13336  C22 1.095
32 H -6.24523 0.60631 -13.78133  C22 1.088
33 H -7.89914 2.34526 -14.17219  N23 1.019
34 H -7.15636 2.84531 -15.45249  N23 1.016
35 C -11.88552 6.62587 -16.20151  O36 1.411, H41 1.088, H42 1.097, H43 1.095
36 O -10.76111 7.12786 -15.51334  C35 1.411, C37 1.420
37 C -10.96714 8.41778 -14.95670  O36 1.420, C38 1.508, H44 1.095, H45 1.097
38 C -9.63602 9.12207 -14.86984  C37 1.508, C39 1.492, N40 1.511, H46 1.104
39 C -9.63022 10.39148 -14.08563  C38 1.492, H47 1.096, H48 1.092, H49 1.090
40 N -9.04929 9.32085 -16.24848  C38 1.511, H50 1.015, H51 1.015
41 H -11.80693 5.54297 -16.27454  C35 1.088
42 H -11.94908 7.04342 -17.21377  C35 1.097
43 H -12.81496 6.87856 -15.67968  C35 1.095
44 H -11.65494 9.01916 -15.56045  C37 1.095
45 H -11.31980 8.27752 -13.92726  C37 1.097
46 H -8.93829 8.40559 -14.40325  C38 1.104
47 H -10.00927 11.22350 -14.69055  C39 1.096
48 H -8.62377 10.71868 -13.81695  C39 1.092
49 H -10.24689 10.30941 -13.19035  C39 1.090
50 H -9.11707 8.42508 -16.72105  N40 1.015
51 H -8.08278 9.51008 -16.00299  N40 1.015
52 C -5.45055 9.02695 -18.74041  O53 1.405, H58 1.088, H59 1.095, H60 1.102
53 O -5.54088 7.98078 -19.67399  C52 1.405, C54 1.417
54 C -4.28391 7.59460 -20.20310  O53 1.417, C55 1.512, H61 1.101, H62 1.099
55 C -4.63971 6.54011 -21.22693  C54 1.512, C56 1.514, N57 1.484, H63 1.098
56 C -3.48301 6.01711 -22.05199  C55 1.514, H64 1.096, H65 1.087, H66 1.091
57 N -5.77424 6.98556 -22.07430  C55 1.484, H67 1.023, H68 1.022
58 H -6.45467 9.28195 -18.40823  C52 1.088
59 H -4.94328 9.90458 -19.15570  C52 1.095
60 H -4.89141 8.70058 -17.84909  C52 1.102
61 H -3.79129 8.46692 -20.65981  C54 1.101
62 H -3.63964 7.18929 -19.41005  C54 1.099
63 H -5.05727 5.68279 -20.68301  C55 1.098
64 H -3.03486 6.81833 -22.64988  C56 1.096
65 H -3.81901 5.25579 -22.75084  C56 1.087
66 H -2.70817 5.62832 -21.38895  C56 1.091
67 H -6.41215 7.37808 -21.37698  N57 1.023
68 H -5.50053 7.82509 -22.58866  N57 1.022
69 C -12.15864 10.65023 -24.62984  O70 1.409, H75 1.092, H76 1.092, H77 1.099
70 O -12.63430 9.84253 -23.57849  C69 1.409, C71 1.411
71 C -12.00942 8.57800 -23.54490  O70 1.411, C72 1.514, H78 1.100, H79 1.099
72 C -12.45796 7.83096 -22.30690  C71 1.514, C73 1.517, N74 1.482, H80 1.090
73 C -11.86261 8.45343 -21.05821  C72 1.517, H81 1.092, H82 1.093, H83 1.096
74 N -11.99017 6.42478 -22.33155  C72 1.482, H84 1.020, H85 1.021
75 H -12.89942 11.42715 -24.82947  C69 1.092
76 H -11.98294 10.09258 -25.55228  C69 1.092
77 H -11.25017 11.18540 -24.32161  C69 1.099
78 H -12.26090 7.96958 -24.42671  C71 1.100
79 H -10.91816 8.70162 -23.50801  C71 1.099
80 H -13.53619 7.72208 -22.19314  C72 1.090
81 H -12.26581 7.99449 -20.15338  C73 1.092
82 H -12.02962 9.53338 -21.03450  C73 1.093
83 H -10.77571 8.32204 -21.01294  C73 1.096
84 H -12.12466 6.01138 -23.25395  N74 1.020
85 H -10.97329 6.39426 -22.24198  N74 1.021
86 C -1.46587 7.78759 -16.40150  O87 1.397, H92 1.096, H93 1.102, H94 1.090
87 O -1.06870 6.89610 -15.40218  C86 1.397, C88 1.400
88 C -2.12192 6.48935 -14.57383  O87 1.400, C89 1.519, H95 1.102, H96 1.100
89 C -1.78682 5.15932 -13.92196  C88 1.519, C90 1.526, N91 1.483, H97 1.096
90 C -1.67892 4.05410 -14.96909  C89 1.526, H98 1.101, H99 1.089, H100 1.088
91 N -2.92896 4.84578 -13.02886  C89 1.483, H101 1.020, H102 1.025
92 H -1.87639 8.71401 -15.98416  C86 1.096
93 H -2.20366 7.33002 -17.07966  C86 1.102
94 H -0.60813 8.02050 -17.03186  C86 1.090
95 H -2.27524 7.22301 -13.76649  C88 1.102
96 H -3.06948 6.36650 -15.11794  C88 1.100
97 H -0.84294 5.26087 -13.37349  C89 1.096
98 H -0.89914 4.38652 -15.67153  C90 1.101
99 H -2.61749 4.00884 -15.52020  C90 1.089
100 H -1.28767 3.09374 -14.64152  C90 1.088
101 H -2.72396 3.98906 -12.51565  N91 1.020
102 H -2.86978 5.51452 -12.25494  N91 1.025
103 C -9.70724 3.38620 -19.26895  O104 1.413, H109 1.085, H110 1.098, H111 1.097
104 O -9.64638 3.49726 -20.67660  C103 1.413, C105 1.409
105 C -8.77715 4.52025 -21.10536  O104 1.409, C106 1.512, H112 1.100, H113 1.101
106 C -8.95097 4.72674 -22.59327  C105 1.512, C107 1.543, N108 1.481, H114 1.092
107 C -7.98768 3.85340 -23.42424  C106 1.543, H115 1.089, H116 1.095, H117 1.089
108 N -8.76202 6.16602 -22.88542  C106 1.481, H118 1.021, H119 1.018
109 H -10.52196 2.70371 -19.04823  C103 1.085
110 H -9.90961 4.36410 -18.81345  C103 1.098
111 H -8.75712 2.99994 -18.87878  C103 1.097
112 H -9.07177 5.45022 -20.59611  C105 1.100
113 H -7.73182 4.23891 -20.90474  C105 1.101
114 H -9.94801 4.42825 -22.92450  C106 1.092
115 H -8.27626 3.93363 -24.47152  C107 1.089
116 H -8.15578 2.81429 -23.12131  C107 1.095
117 H -6.94886 4.12466 -23.24494  C107 1.089
118 H -7.82256 6.38064 -22.54682  N108 1.021
119 H -8.65172 6.27750 -23.89151  N108 1.018
120 C -11.93468 9.82004 -18.32450  O121 1.418, H126 1.102, H127 1.092, H128 1.087
121 O -13.22176 10.18433 -17.85382  C120 1.418, C122 1.399
122 C -14.25674 9.51837 -18.51866  O121 1.399, C123 1.533, H129 1.105, H130 1.093
123 C -14.65759 10.16186 -19.85092  C122 1.533, C124 1.521, N125 1.490, H131 1.097
124 C -14.97635 11.64335 -19.71949  C123 1.521, H132 1.096, H133 1.088, H134 1.090
125 N -15.85413 9.43438 -20.36143  C123 1.490, H135 1.017, H136 1.020
126 H -11.76162 10.43398 -19.22361  C120 1.102
127 H -11.89776 8.76360 -18.59647  C120 1.092
128 H -11.14597 10.11786 -17.63789  C120 1.087
129 H -13.95271 8.48932 -18.78171  C122 1.105
130 H -15.12160 9.43246 -17.85586  C122 1.093
131 H -13.82262 10.02425 -20.54838  C123 1.097
132 H -14.26821 12.09995 -19.01810  C124 1.096
133 H -15.96542 11.82832 -19.30456  C124 1.088
134 H -14.85159 12.16930 -20.66632  C124 1.090
135 H -15.77620 9.39218 -21.37458  N125 1.017
136 H -15.77316 8.45255 -20.09768  N125 1.020
137 C -9.15634 7.58009 -19.49336  O138 1.422, H143 1.086, H144 1.099, H145 1.098
138 O -8.39495 7.30024 -18.32560  C137 1.422, C139 1.400
139 C -7.77437 6.04861 -18.41188  O138 1.400, C140 1.518, H146 1.100, H147 1.100
140 C -6.94514 5.89428 -17.14922  C139 1.518, C141 1.527, N142 1.502, H148 1.088
141 C -5.82117 4.88248 -17.35753  C140 1.527, H149 1.090, H150 1.089, H151 1.096
142 N -7.80370 5.38454 -16.02662  C140 1.502, H152 1.022, H153 1.026
143 H -9.56872 8.57979 -19.39472  C137 1.086
144 H -9.93831 6.81675 -19.60676  C137 1.099
145 H -8.54121 7.51742 -20.40081  C137 1.098
146 H -8.50522 5.23005 -18.48666  C139 1.100
147 H -7.14406 5.98306 -19.31148  C139 1.100
148 H -6.58989 6.86171 -16.79940  C140 1.088
149 H -6.24409 3.94668 -17.72366  C141 1.090
150 H -5.25804 4.72658 -16.43834  C141 1.089
151 H -5.11397 5.29887 -18.08355  C141 1.096
152 H -8.43467 4.65846 -16.37066  N142 1.022
153 H -8.49134 6.12442 -15.84563  N142 1.026

Largest force on an atom   2.102 eV/Å
SMILES string   COC[C@H](C)N.COC[C@H](C)N.COC[C@H](C)N.COC[C@H](C)N.COC[C@H](C)N.COC[C@H](C)N.COC[C@H](C)N.COC[C@H](C)N.COC[C@H](C)N
Relative energy (zero: lowest compared OMol25 entry of this formula, charge and spin)   1.171 eV
LUMO energy   0.397 eV
Net charge   0
Orbital gap   9.08 eV
E   -70771.138 eV

Here are the Löwdin charges for atoms 1 to 4, given in e:
1 C -0.114
2 O -0.181
3 C -0.232
4 C -0.435